1.
Molecular formula: C23H45AuN2OP2
Method: DFT, ωB97M-V with the def2-TZVPD basis set

XYZ file:
```
74
Properties=species:S:1:pos:R:3
Au 0.94 0.63 -0.19
P -0.63 2.39 -0.68
P 2.05 -1.49 -0.30
N 0.71 0.27 -2.35
C -0.61 2.35 -2.52
H -1.52 2.78 -2.96
H 0.25 2.97 -2.84
C -0.39 0.92 -3.04
H -1.35 0.33 -2.96
H -0.20 0.95 -4.13
C 0.98 -1.06 -2.85
H 1.18 -1.04 -3.94
H 0.08 -1.74 -2.77
C 2.19 -1.70 -2.13
H 3.10 -1.16 -2.45
H 2.30 -2.75 -2.43
C 1.26 -3.07 0.25
C 0.74 -3.00 1.68
H 0.10 -3.87 1.86
H 0.12 -2.11 1.86
H 1.55 -3.03 2.42
C 3.73 -1.29 0.38
C 3.72 -1.31 1.91
H 4.71 -0.96 2.25
H 3.58 -2.33 2.31
H 2.96 -0.64 2.34
C 0.11 3.96 -0.13
C -0.05 4.17 1.39
H 0.60 5.00 1.68
H 0.26 3.28 1.96
H -1.08 4.44 1.67
C -2.42 2.27 -0.26
C -2.67 1.95 1.21
H -3.73 1.69 1.32
H -2.47 2.80 1.87
H -2.09 1.08 1.55
C 0.92 0.81 1.81
C 4.76 -2.25 -0.23
H 4.63 -3.28 0.12
H 4.75 -2.22 -1.33
H 5.75 -1.90 0.10
C -0.36 5.18 -0.94
H 0.29 6.02 -0.65
H -0.24 5.02 -2.02
H -1.39 5.46 -0.72
C -3.25 3.49 -0.69
H -4.31 3.21 -0.60
H -3.10 4.36 -0.04
H -3.09 3.78 -1.73
C 2.13 -4.32 0.06
H 2.93 -4.39 0.80
H 1.48 -5.19 0.20
H 2.55 -4.40 -0.95
H 0.38 -3.18 -0.42
H -2.78 1.42 -0.86
H 4.00 -0.27 0.06
H 1.18 3.82 -0.33
O 0.64 0.72 2.93
H 3.01 2.28 -1.27
H 2.96 2.11 -0.52
N -1.40 -0.96 -0.16
C -2.37 -1.59 0.65
C -3.39 -2.40 0.10
C -4.30 -2.99 0.98
C -4.21 -2.79 2.36
C -3.19 -1.97 2.88
C -2.27 -1.37 2.02
H -1.79 -0.31 -0.82
H -0.87 -1.60 -0.72
H -3.43 -2.55 -0.98
H -5.09 -3.62 0.57
H -4.95 -3.26 3.03
H -3.12 -1.81 3.95
H -1.47 -0.75 2.40
```

Summary:
energy above the lowest of the compared OMol25 structures with the same formula, charge and spin = 87.8 kJ/mol
total charge = +2
multiplicity = 3

2.
Molecular formula: C23H45BaCl3N2O6PSi
Method: DFT, ωB97M-V with the def2-TZVPD basis set

XYZ file:
```
82
Properties=species:S:1:pos:R:3
C -1.81 -1.71 -4.56
C -1.50 -2.22 -3.20
H -2.47 -2.37 -5.12
H -0.89 -1.59 -5.13
H -2.32 -0.76 -4.48
C -0.85 -3.41 -3.03
C -0.49 -4.30 -4.15
H -0.60 -3.74 -2.02
H 0.22 -3.83 -4.84
H -1.36 -4.64 -4.72
H 0.00 -5.18 -3.74
Ba 2.90 2.15 0.39
Cl -0.12 0.63 1.34
Cl 4.53 2.97 -1.77
H 0.92 6.04 4.18
H -1.18 6.42 3.93
C 1.17 5.51 3.26
C -1.26 6.02 2.92
N -0.11 5.15 2.64
H 1.75 4.60 3.48
C -0.14 4.30 1.60
O 0.87 3.70 1.18
H -2.18 5.42 2.82
H -1.15 4.17 1.15
H 1.77 6.17 2.61
H -1.33 6.87 2.22
H 1.54 -1.43 -2.41
H 2.15 -4.34 -1.04
C 2.59 -1.80 -2.41
C 3.13 -3.85 -1.06
N 2.95 -2.40 -1.11
H 3.26 -0.95 -2.61
C 3.20 -1.62 -0.04
O 3.00 -0.39 0.00
H 3.69 -4.11 -0.16
H 3.61 -2.17 0.84
H 2.69 -2.58 -3.18
H 3.68 -4.18 -1.95
O -0.92 -0.14 -2.21
C -1.78 -1.26 -2.02
C -0.33 -2.28 -0.19
C -1.61 -1.94 -0.64
H 0.51 -1.76 -0.63
C -0.15 -3.32 0.69
H -2.88 -1.05 -2.08
C -2.71 -2.33 0.16
H 0.84 -3.70 0.91
C -1.25 -3.93 1.31
C -2.53 -3.35 1.10
H -3.69 -1.86 0.00
H -1.13 -4.79 1.96
H -3.38 -3.73 1.67
Si -0.78 1.58 -2.43
Cl 1.46 1.33 -1.75
C -0.12 3.53 -2.62
C -2.07 1.91 -1.11
C -1.00 1.36 -4.26
H 0.08 4.00 -1.65
H -0.83 4.21 -3.12
H 0.82 3.64 -3.19
H -0.14 0.82 -4.68
H -1.21 2.25 -4.87
H -1.87 0.72 -4.36
H -2.14 0.98 -0.52
H -3.03 2.06 -1.62
H -1.90 2.74 -0.43
C 1.29 -2.48 3.71
O 1.21 -1.14 3.11
P 0.13 -0.02 3.19
O 0.59 1.19 4.05
C 1.85 1.76 4.57
O -1.25 -0.55 3.67
C -2.39 0.30 4.12
H 1.80 -3.14 2.98
H 0.28 -2.88 3.93
H 1.89 -2.44 4.63
H 1.92 1.52 5.63
H 2.73 1.38 4.01
H 1.80 2.85 4.46
H -2.98 0.59 3.25
H -2.98 -0.31 4.79
H -2.02 1.17 4.65
```

Summary:
energy above the lowest of the compared OMol25 structures with the same formula, charge and spin = 0.0 kJ/mol
total charge = -1

3.
Molecular formula: C23H45Cl3GeMnN2OSSi4
Method: DFT, ωB97M-V with the def2-TZVPD basis set

XYZ file:
```
81
Properties=species:S:1:pos:R:3
Mn -0.20 -0.94 0.94
C -2.85 -2.68 2.30
C -2.80 -3.24 0.90
O -1.66 -2.70 0.21
C -1.34 -3.38 -1.01
C -1.24 -2.37 -2.15
H -3.82 -2.85 2.75
H -2.67 -1.59 2.26
H -2.10 -3.14 2.94
H -3.71 -2.96 0.34
H -2.72 -4.33 0.94
H -2.09 -4.13 -1.24
H -0.37 -3.88 -0.87
H -2.22 -2.03 -2.44
H -0.75 -2.82 -3.01
H -0.66 -1.51 -1.79
C -2.34 2.73 3.12
Si -1.26 3.09 1.59
C 0.58 3.24 2.05
C -1.84 4.75 0.83
Si -1.31 0.78 0.02
Si -0.46 2.04 -2.08
C -0.40 0.77 -3.52
C 1.32 2.65 -1.71
C -1.47 3.53 -2.73
Si -3.82 0.91 -0.35
C -4.60 0.56 1.36
C -4.39 -0.38 -1.64
C -4.52 2.58 -0.97
H -2.11 3.44 3.91
H -2.17 1.74 3.52
H -3.40 2.83 2.90
H 0.74 4.10 2.70
H 1.20 3.37 1.18
H 0.92 2.36 2.59
H -1.91 5.50 1.61
H -2.82 4.68 0.37
H -1.14 5.13 0.08
H 0.34 0.00 -3.33
H -0.15 1.26 -4.45
H -1.36 0.29 -3.66
H 1.81 2.00 -1.00
H 1.32 3.66 -1.32
H 1.92 2.65 -2.62
H -2.35 3.20 -3.27
H -0.87 4.11 -3.42
H -1.80 4.19 -1.94
H -3.84 0.33 2.10
H -5.29 -0.28 1.33
H -5.16 1.41 1.72
H -4.16 -1.39 -1.33
H -3.93 -0.20 -2.61
H -5.47 -0.33 -1.79
H -4.27 3.39 -0.30
H -5.60 2.53 -1.03
H -4.15 2.84 -1.95
S 6.16 -0.75 -1.19
C 4.42 -0.75 -0.79
C 3.52 -1.58 -1.43
C 2.18 -1.47 -1.14
N 1.69 -0.60 -0.24
C 2.57 0.18 0.40
C 3.93 0.15 0.15
C 6.62 -2.23 -0.26
C 7.14 -2.06 1.01
C 7.54 -3.21 1.69
N 7.44 -4.42 1.18
C 6.95 -4.56 -0.03
C 6.52 -3.49 -0.81
H 3.86 -2.30 -2.17
H 1.46 -2.09 -1.66
H 2.16 0.87 1.14
H 4.60 0.80 0.68
H 7.24 -1.09 1.45
H 7.96 -3.14 2.69
H 6.91 -5.57 -0.41
H 6.14 -3.65 -1.81
Cl -0.64 -1.69 5.03
Ge 0.10 -0.59 3.30
Cl 0.89 -2.40 2.08
Cl 2.04 0.15 4.07
```

Summary:
energy above the lowest of the compared OMol25 structures with the same formula, charge and spin = 234.5 kJ/mol
total charge = +1
multiplicity = 5

4.
Molecular formula: C23H46BF3N3O4P
Method: DFT, ωB97M-V with the def2-TZVPD basis set

XYZ file:
```
81
Properties=species:S:1:pos:R:3
C -3.62 0.68 -1.61
N -3.34 -0.46 -0.72
C -4.27 -0.52 0.41
B -3.21 -1.72 -1.43
O -4.07 -2.15 -2.42
P -1.72 -2.91 -0.98
N -0.94 -3.72 -2.29
N -1.22 -3.15 0.65
C -3.00 -4.39 -0.85
O -4.21 -3.98 -0.15
C -4.52 -4.65 0.96
F -3.67 -4.40 1.97
F -4.54 -5.97 0.79
F -5.73 -4.26 1.36
O -0.68 -1.51 -1.14
C 0.56 -1.52 -0.63
O 1.44 -2.22 -1.02
C 0.80 -0.53 0.46
C 2.10 -0.28 0.91
C 2.28 0.63 1.94
C 1.20 1.28 2.52
C -0.10 1.05 2.07
C -0.28 0.14 1.03
H -3.87 1.54 -1.01
H -4.39 0.47 -2.36
H -2.70 0.92 -2.15
H -4.20 0.41 0.97
H -3.96 -1.31 1.09
H -5.31 -0.69 0.12
H -4.93 -2.34 -2.03
H -0.78 -4.69 -2.05
H -1.56 -3.72 -3.09
H -1.15 -4.12 0.91
H -1.80 -2.63 1.30
H -2.56 -5.30 -0.44
H -3.32 -4.64 -1.86
H 2.91 -0.81 0.44
H 3.29 0.81 2.29
H 1.35 1.98 3.34
H -0.94 1.55 2.51
H -1.27 -0.05 0.66
C 7.77 -1.07 -0.47
C 7.72 -2.24 -1.44
C 7.05 -1.90 -2.77
C 5.58 -1.49 -2.66
C 4.66 -2.51 -2.00
C 4.58 -3.83 -2.75
H 6.77 -0.73 -0.20
H 8.28 -1.35 0.45
H 8.31 -0.23 -0.91
H 7.21 -3.09 -0.97
H 8.74 -2.58 -1.65
H 7.13 -2.76 -3.44
H 7.60 -1.09 -3.25
H 5.20 -1.28 -3.67
H 5.51 -0.54 -2.11
H 3.66 -2.09 -1.93
H 4.98 -2.70 -0.97
H 4.21 -3.68 -3.77
H 3.89 -4.52 -2.25
H 5.55 -4.33 -2.81
C -2.35 7.75 3.03
C -3.04 7.02 1.88
C -3.56 5.64 2.27
C -2.48 4.64 2.70
C -1.38 4.40 1.66
C -1.90 3.79 0.36
H -1.47 7.21 3.37
H -2.02 8.74 2.71
H -3.02 7.87 3.88
H -2.37 6.95 1.03
H -3.89 7.62 1.55
H -4.12 5.22 1.42
H -4.28 5.74 3.08
H -2.96 3.69 2.94
H -2.02 4.99 3.62
H -0.65 3.72 2.09
H -0.85 5.32 1.44
H -2.40 2.83 0.55
H -1.08 3.60 -0.33
H -2.61 4.45 -0.14
```

Summary:
SMILES string = CN(C)B(O)P(N)(N)(COC(F)(F)F)OC(=O)c1ccccc1.CCCCCC.CCCCCC
electronic energy = -55377.4647 eV